Entry from OMol25: a cluster of 2 separate species, C6H16S in total in a non-equilibrium geometry (ωB97M-V with the def2-TZVPD basis set).

Cartesian coordinates (Å):
C (1.930, 0.402, -0.248)
C (2.595, 1.408, -1.151)
S (1.544, 1.955, -2.535)
C (-0.111, 2.097, -1.843)
H (2.639, -0.187, 0.344)
H (1.490, -0.436, -0.806)
H (1.170, 0.872, 0.376)
H (2.958, 2.307, -0.653)
H (3.451, 0.951, -1.647)
H (-0.652, 2.514, -2.689)
H (-0.537, 1.133, -1.596)
H (-0.195, 2.843, -1.050)
C (-1.089, -2.074, 0.124)
C (-1.906, -1.090, 1.027)
C (-1.455, -1.145, 2.483)
H (-0.246, -2.470, 0.669)
H (-0.812, -1.517, -0.750)
H (-1.841, -2.793, -0.180)
H (-1.914, -0.060, 0.654)
H (-2.956, -1.292, 0.965)
H (-2.017, -0.420, 3.082)
H (-1.648, -2.125, 2.896)
H (-0.398, -0.876, 2.528)

**SMILES string**: CCSC.CCC
**E_LUMO**: 1.0 eV
**Highest occupied orbital energy**: -8.4399 eV
**Spin multiplicity**: 1
**Net charge**: 0
**Relative energy (zero: lowest compared OMol25 entry of this formula, charge and spin)**: 0.598 eV
**Kohn-Sham gap**: 9.4 eV
**E**: -17316.23172 eV